No. 1
The following is a quantum chemistry calculation of a 2-piece molecular cluster, CH3BrOS overall in a non-equilibrium geometry, from the OMol25 dataset.

```
7
Properties=species:S:1:pos:R:3:mulliken_charge:R:1
C -0.71 -0.24 -0.02 -0.600
O -0.35 1.07 0.47 -0.227
S 0.70 2.04 -0.25 0.010
Br 2.82 -1.04 -0.03 -0.050
H -0.15 -0.70 -0.75 0.316
H -1.77 -0.28 -0.30 0.261
H -0.56 -0.85 0.88 0.290
```

Calculated values
energy relative to the best compared isomer or geometry (same formula, charge and spin): 0.0 kJ/mol
HOMO energy (spin up / spin down): -9.3962 / -8.9686 eV
HOMO-LUMO gap (spin up / spin down): 10.24 / 5.35 eV
DFT total energy: -84007.4744 eV
spin multiplicity: 3
M: 143.005 g mol⁻¹

No. 2
The following is a quantum chemistry calculation of the molecule CH3BrP2 in a non-equilibrium geometry, from the OMol25 dataset.

```
7
Properties=species:S:1:pos:R:3:mulliken_charge:R:1
C -1.57 0.32 -0.64 -0.437
P 1.15 -0.71 0.29 -0.011
P -0.26 1.01 0.18 0.046
Br 3.39 0.06 0.33 -0.216
H -2.62 0.85 -0.79 0.226
H -1.43 -0.61 -1.11 0.278
H 1.34 -0.93 1.75 0.113
```

Calculated values
energy relative to the best compared isomer or geometry (same formula, charge and spin): 7.0 kJ/mol
HOMO energy: -8.9547 eV
HOMO-LUMO gap: 8.10 eV
SMILES: C=P#[PH]Br
DFT total energy: -89704.2421 eV
spin multiplicity: 1
M: 156.887 g mol⁻¹

No. 3
The following is a quantum chemistry calculation of the molecule CH3Cl in a non-equilibrium geometry, from the OMol25 dataset.

```
5
Properties=species:S:1:pos:R:3:mulliken_charge:R:1
C 0.10 -0.11 -0.04 -0.527
H -0.66 -0.09 -0.94 0.216
H 0.69 0.82 -0.39 0.219
H 0.76 -1.15 0.05 0.253
Cl -0.88 0.53 1.32 -0.161
```

Calculated values
energy relative to the best compared isomer or geometry (same formula, charge and spin): 73.3 kJ/mol
HOMO energy: -10.5871 eV
HOMO-LUMO gap: 11.58 eV
SMILES: CCl
DFT total energy: -13607.2187 eV
spin multiplicity: 1
M: 50.488 g mol⁻¹